No. 1
Molecular formula: C6H12O
Method: DFT, the ωB97M-V functional and the def2-TZVPD basis

## Properties
Frontier orbital gap (eV): 7.922
F_max (hartree/bohr): 0.0710
E (Ha): -310.8961
HOMO energy (Ha): -0.2645

Geometry as XYZ:
```
19
C6H12O (the ωB97M-V functional and the def2-TZVPD basis)
C -0.421 -0.073 -0.030
C -0.534 1.063 0.949
C -0.651 0.346 -1.462
C -1.233 -1.273 0.399
C 2.024 0.201 -0.652
C 1.379 -0.890 -0.039
O 2.396 1.299 -0.109
H 2.118 1.433 0.847
H -1.225 -2.049 -0.363
H -0.302 2.039 0.522
H 0.219 0.991 1.763
H -1.528 1.145 1.387
H -0.361 1.379 -1.649
H 0.022 -0.193 -2.145
H -1.679 0.170 -1.776
H -2.272 -1.002 0.600
H -0.832 -1.698 1.325
H 1.422 -1.075 1.047
H 1.457 -1.812 -0.614
```

These are the natural (NBO) partial charges, in e, on atoms 1 to 6: 0.1537, -0.6757, -0.6761, -0.6436, 0.2176, -0.5550

No. 2
Molecular formula: C6H12O
Method: DFT, the ωB97M-V functional and the def2-TZVPD basis

## Properties
Frontier orbital gap (eV): 7.879
F_max (hartree/bohr): 0.0074
E (Ha): -310.8686
HOMO energy (Ha): -0.2537

Geometry as XYZ:
```
19
C6H12O (the ωB97M-V functional and the def2-TZVPD basis)
C -0.123 1.417 -1.601
C -0.377 1.066 -0.139
O -0.818 2.247 0.501
C -1.168 -0.110 0.154
C -0.696 -1.458 -0.197
C 0.293 -1.364 0.939
C 1.566 -0.672 0.719
H 0.251 0.544 -2.147
H 0.618 2.219 -1.677
H -1.051 1.752 -2.074
H 0.723 0.765 0.262
H -1.056 2.011 1.406
H -1.993 -0.029 0.859
H -0.208 -1.573 -1.171
H -1.434 -2.250 -0.059
H -0.076 -1.444 1.957
H 2.080 -0.795 -0.232
H 1.333 -2.043 0.942
H 2.135 -0.282 1.557
```

These are the natural (NBO) partial charges, in e, on atoms 1 to 6: -0.6109, 0.0696, -0.7129, -0.2852, -0.4273, -0.4171

No. 3
Molecular formula: C6H12O
Method: DFT, the ωB97M-V functional and the def2-TZVPD basis

## Properties
Frontier orbital gap (eV): 8.592
F_max (hartree/bohr): 0.0139
E (Ha): -310.8983
HOMO energy (Ha): -0.3143

Geometry as XYZ:
```
19
C6H12O (the ωB97M-V functional and the def2-TZVPD basis)
C 3.180 0.095 0.126
C 1.869 -0.659 0.231
C 0.652 0.206 -0.016
C -0.627 -0.455 0.303
C -1.568 -0.290 -0.800
O -2.912 -0.535 -0.523
C -3.294 0.338 0.495
H 3.311 0.559 -0.851
H 3.237 0.890 0.868
H 4.039 -0.554 0.283
H 1.748 -1.120 1.208
H 1.853 -1.471 -0.493
H 0.736 0.688 -1.003
H 0.671 1.022 0.723
H -2.608 0.190 1.352
H -1.255 -1.054 -1.523
H -1.449 0.679 -1.314
H -3.272 1.384 0.150
H -4.308 0.088 0.784
```

These are the natural (NBO) partial charges, in e, on atoms 1 to 6: -0.6028, -0.3807, -0.5829, 0.1898, -0.2727, -0.5237

No. 4
Molecular formula: C6H12O
Method: DFT, the ωB97M-V functional and the def2-TZVPD basis

## Properties
Frontier orbital gap (eV): 8.742
F_max (hartree/bohr): 0.0104
E (Ha): -310.8709
HOMO energy (Ha): -0.3327

Geometry as XYZ:
```
19
C6H12O (the ωB97M-V functional and the def2-TZVPD basis)
C -1.519 0.853 -1.576
C -0.525 -0.255 -1.865
O 0.776 0.216 -2.253
C 1.300 -0.636 -1.229
C -0.037 -1.166 -0.772
C 0.703 -0.529 2.498
C -0.093 0.545 1.748
H -1.722 1.415 -2.490
H -2.457 0.435 -1.203
H -1.113 1.544 -0.831
H -0.923 -0.940 -2.635
H 1.818 -0.045 -0.457
H 2.002 -1.378 -1.631
H 1.182 -1.245 1.817
H 0.053 -1.116 3.149
H 1.490 -0.111 3.133
H -0.897 0.997 2.346
H -0.602 0.083 0.896
H 0.564 1.333 1.354
```

These are the natural (NBO) partial charges, in e, on atoms 1 to 6: -0.6139, -0.1020, -0.5442, -0.2732, 0.1410, -0.6134

No. 5
Molecular formula: C6H12O
Method: DFT, the ωB97M-V functional and the def2-TZVPD basis

## Properties
Frontier orbital gap (eV): 9.189
F_max (hartree/bohr): 0.0050
E (Ha): -310.9102
HOMO energy (Ha): -0.3015

Geometry as XYZ:
```
19
C6H12O (the ωB97M-V functional and the def2-TZVPD basis)
C -2.244 -0.424 -0.526
C -1.042 -0.261 0.395
O -1.218 -0.973 1.616
C 0.236 -0.905 -0.139
C 1.032 0.282 -1.344
C 1.477 -0.118 0.065
C 1.603 0.998 1.094
H -2.162 0.221 -1.410
H -3.159 -0.156 0.011
H -2.322 -1.463 -0.866
H -0.967 0.791 0.702
H -1.098 -1.909 1.388
H 0.200 -0.515 -1.577
H 0.614 1.286 -1.413
H 1.740 0.032 -2.134
H 2.381 -0.733 0.045
H 0.865 1.792 0.949
H 2.596 1.457 1.041
H 1.466 0.597 2.104
```

These are the natural (NBO) partial charges, in e, on atoms 1 to 6: -0.6323, -0.0022, -0.6991, -0.1073, -0.5430, -0.2965

No. 6
Molecular formula: C6H12O
Method: DFT, the ωB97M-V functional and the def2-TZVPD basis

## Properties
Frontier orbital gap (eV): 10.281
F_max (hartree/bohr): 0.0109
SMILES: C=C(C)CC=O.C
E (Ha): -311.0110
HOMO energy (Ha): -0.3450

Geometry as XYZ:
```
19
C6H12O (the ωB97M-V functional and the def2-TZVPD basis)
C 2.247 1.900 -0.178
C 0.887 -1.079 0.311
C -0.444 -1.078 0.205
C -1.193 -2.098 -0.616
C -1.276 -0.013 0.897
C -1.593 1.070 -0.113
O -1.171 2.200 -0.049
H 2.634 2.919 -0.254
H 2.349 1.386 -1.137
H 2.807 1.349 0.581
H 1.402 -0.345 0.923
H 1.495 -1.800 -0.230
H -0.550 -2.518 -1.396
H -1.534 -2.912 0.038
H -2.086 -1.666 -1.087
H -0.735 0.450 1.728
H -2.221 -0.443 1.263
H -2.210 0.749 -0.981
H 1.194 1.929 0.097
```

These are the natural (NBO) partial charges, in e, on atoms 1 to 6: -0.8565, -0.3898, 0.0197, -0.6485, -0.5473, 0.4574

No. 7
Molecular formula: C6H12O
Method: DFT, the ωB97M-V functional and the def2-TZVPD basis

## Properties
Frontier orbital gap (eV): 11.153
F_max (hartree/bohr): 0.0123
SMILES: C[C@@H]1C[C@@H]1[C@@H](C)O
E (Ha): -311.0193
HOMO energy (Ha): -0.3710

Geometry as XYZ:
```
19
C6H12O (the ωB97M-V functional and the def2-TZVPD basis)
C -1.990 0.764 -1.260
C -0.570 0.555 -0.775
O 0.028 1.848 -0.683
C -0.541 -0.121 0.574
C -0.097 -1.544 0.770
C 0.817 -0.411 1.181
C 2.103 -0.265 0.395
H -2.497 -0.199 -1.391
H -1.970 1.313 -2.205
H -2.525 1.365 -0.515
H -0.021 -0.066 -1.504
H 0.716 1.785 -0.010
H -1.338 0.212 1.248
H 0.230 -2.107 -0.102
H -0.605 -2.134 1.531
H 0.862 -0.231 2.256
H 1.960 -0.489 -0.673
H 2.839 -0.994 0.754
H 2.599 0.718 0.408
```

These are the natural (NBO) partial charges, in e, on atoms 1 to 6: -0.6127, 0.0934, -0.7228, -0.2508, -0.4123, -0.2398

No. 8
Molecular formula: C6H12O
Method: DFT, the ωB97M-V functional and the def2-TZVPD basis

## Properties
Frontier orbital gap (eV): 9.947
F_max (hartree/bohr): 0.0289
SMILES: C=CCC.CC=O
E (Ha): -310.9729
HOMO energy (Ha): -0.3252

Geometry as XYZ:
```
19
C6H12O (the ωB97M-V functional and the def2-TZVPD basis)
C 1.342 1.313 -0.769
C 0.780 0.840 0.578
C -0.697 0.817 0.832
C -1.264 0.261 1.895
O -0.654 -2.002 0.820
C 0.009 -1.755 -0.158
C -0.602 -1.373 -1.482
H 2.179 1.988 -0.564
H 1.725 0.542 -1.452
H 0.586 1.884 -1.321
H 1.376 0.049 1.048
H -1.249 1.491 0.181
H 0.816 1.683 1.278
H -2.327 0.352 2.067
H -0.697 -0.345 2.602
H 1.111 -1.872 -0.125
H -1.273 -0.513 -1.383
H 0.147 -1.172 -2.253
H -1.214 -2.227 -1.787
```

These are the natural (NBO) partial charges, in e, on atoms 1 to 6: -0.6111, -0.4873, -0.1990, -0.3912, -0.5266, 0.4371

No. 9
Molecular formula: C6H12O
Method: DFT, the ωB97M-V functional and the def2-TZVPD basis

## Properties
Frontier orbital gap (eV): 8.569
F_max (hartree/bohr): 0.0082
E (Ha): -310.8959
HOMO energy (Ha): -0.3061

Geometry as XYZ:
```
19
C6H12O (the ωB97M-V functional and the def2-TZVPD basis)
C -0.425 -0.475 3.153
O 0.394 -0.229 2.042
C -0.261 0.501 1.047
C 0.631 0.951 -0.019
C 1.198 -0.913 -1.993
C -0.149 -0.189 -1.966
C -0.135 1.208 -1.266
H -1.361 -0.980 2.866
H -0.683 0.460 3.676
H 0.137 -1.120 3.832
H -1.206 -0.003 0.743
H -0.572 1.513 1.417
H 1.094 -1.859 -2.534
H 1.570 -1.131 -0.987
H 1.963 -0.313 -2.498
H -0.891 -0.828 -1.471
H -0.499 -0.046 -2.994
H -1.184 1.527 -1.130
H 0.377 1.925 -1.917
```

These are the natural (NBO) partial charges, in e, on atoms 1 to 6: -0.2500, -0.5259, -0.2697, 0.2091, -0.6151, -0.3711

No. 10
Molecular formula: C6H12O
Method: DFT, the ωB97M-V functional and the def2-TZVPD basis

## Properties
Frontier orbital gap (spin up / spin down) (eV): 7.506 / 7.509
F_max (hartree/bohr): 0.0354
E (Ha): -310.8312
HOMO energy (spin up / spin down) (Ha): -0.2901 / -0.2902

Geometry as XYZ:
```
19
C6H12O (the ωB97M-V functional and the def2-TZVPD basis)
C -0.267 -0.473 -2.335
C -0.640 -0.695 -1.003
O -0.791 -1.980 -0.535
C 0.902 -0.065 0.129
C 1.014 1.322 -0.484
C 0.586 -0.050 1.468
C -0.703 0.438 2.059
H 0.595 0.797 -1.869
H -1.040 -0.038 -2.977
H 0.206 -1.325 -2.832
H -1.337 0.057 -0.613
H -0.609 -1.948 0.414
H 1.757 -0.697 -0.132
H 0.292 2.032 -0.038
H 1.983 1.713 -0.077
H 1.238 -0.544 2.196
H -1.327 0.996 1.357
H -0.594 1.012 2.984
H -1.254 -0.476 2.339
```

These are the natural (NBO) partial charges, in e, on atoms 1 to 6: -0.6157, 0.1642, -0.6923, -0.3186, -0.6043, -0.0543

No. 11
Molecular formula: C6H12O
Method: DFT, the ωB97M-V functional and the def2-TZVPD basis

## Properties
Frontier orbital gap (eV): 10.166
F_max (hartree/bohr): 0.0439
SMILES: CCC[C@@H](C)C=O
E (Ha): -310.9894
HOMO energy (Ha): -0.3364

Geometry as XYZ:
```
19
C6H12O (the ωB97M-V functional and the def2-TZVPD basis)
C 2.092 -1.435 -0.664
C 0.754 -0.705 -0.820
C 0.356 0.350 0.314
C -0.739 1.404 0.062
C -1.942 1.465 1.015
C -0.401 -1.470 -0.334
O -0.327 -2.322 0.530
H 2.415 -1.827 -1.638
H 2.935 -0.857 -0.259
H 1.892 -2.280 0.002
H 1.306 0.757 0.044
H 0.668 -0.154 -1.773
H 0.440 -0.007 1.347
H -1.111 1.318 -0.968
H -0.216 2.365 0.118
H -2.568 2.334 0.766
H -1.630 1.584 2.059
H -2.579 0.576 0.959
H -1.345 -1.094 -0.759
```

These are the natural (NBO) partial charges, in e, on atoms 1 to 6: -0.6325, -0.2915, -0.4180, -0.4057, -0.6058, 0.4218

No. 12
Molecular formula: C6H12O
Method: DFT, the ωB97M-V functional and the def2-TZVPD basis

## Properties
Frontier orbital gap (eV): 10.774
F_max (hartree/bohr): 0.0106
SMILES: CCC(C=O)CC
E (Ha): -311.0448
HOMO energy (Ha): -0.3556

Geometry as XYZ:
```
19
C6H12O (the ωB97M-V functional and the def2-TZVPD basis)
C 0.764 -1.733 -1.743
C 0.526 -0.274 -1.356
C 0.108 -0.128 0.118
C 0.118 1.334 0.585
C -0.342 1.535 2.032
C -1.269 -0.718 0.311
O -1.513 -1.734 0.919
H 1.050 -1.832 -2.794
H 1.567 -2.162 -1.134
H -0.132 -2.340 -1.577
H 1.440 0.312 -1.521
H -0.244 0.171 -2.004
H 0.791 -0.719 0.741
H -0.520 1.932 -0.080
H 1.136 1.719 0.458
H -0.073 2.535 2.383
H 0.114 0.803 2.709
H -1.430 1.437 2.125
H -2.090 -0.138 -0.172
```

These are the natural (NBO) partial charges, in e, on atoms 1 to 6: -0.6101, -0.3826, -0.3335, -0.3862, -0.6142, 0.4525